No. 1
73
Properties=species:S:1:pos:R:3:forces:R:3 method="wB97M-V/def2-TZVPD" e_tot_ev=-51518.681 mol_weight_g_mol=476.54 lumo_energy_ev=-3.512 relative_energy_ev=0.000 total_charge=+1 smiles="CCC[C@H](C)N(/C(NCCCP(=O)(OCC)OCC)=[N+](/CCC)C[C@H](C)O)C(F)(F)F"
C -2.928249 5.262700 3.715427 0.08 -0.01 -0.07
C -1.859871 4.314028 4.251956 -0.03 0.01 -0.07
C -0.650900 4.192306 3.296646 0.01 0.04 -0.06
C -0.656284 2.791476 2.678389 0.12 -0.04 0.11
C -0.280607 1.698716 3.687704 0.13 0.03 -0.09
N 0.201857 2.604609 1.429703 0.10 0.63 -0.13
C -0.125387 1.688778 0.522032 -0.35 -0.08 -0.18
N 0.586647 1.506499 -0.634140 -0.05 0.11 0.07
C 1.568805 0.399308 -0.810503 0.04 -0.19 -0.17
C 1.259226 -0.484726 -2.005840 0.09 -0.01 0.04
C 2.434951 -1.401000 -2.363869 -0.02 0.09 0.14
P 1.932713 -2.380870 -3.798129 0.02 -0.24 -0.01
O 1.266160 -1.567310 -4.809593 -0.05 0.08 -0.05
O 3.200509 -3.175941 -4.322691 0.02 -0.03 0.05
C 4.451979 -3.339359 -3.626657 0.01 0.06 -0.06
C 5.191106 -4.514127 -4.233522 -0.06 -0.05 0.09
O 0.970134 -3.484085 -3.165366 -0.02 0.08 0.04
C 1.344820 -4.845523 -2.882273 0.00 -0.02 -0.06
C 1.105875 -5.751728 -4.088572 -0.07 -0.03 0.10
N -1.308462 1.007822 0.734669 0.35 -0.02 -0.06
C -1.407254 -0.344077 0.151575 -0.28 -0.05 -0.02
C -0.619362 -1.419561 0.894472 -0.07 -0.10 0.01
C -1.291832 -2.797660 0.785237 -0.02 0.03 -0.07
C -2.456292 1.860554 0.272506 -0.08 -0.11 0.13
C -3.693030 1.890099 1.190554 0.03 0.07 -0.09
C -3.976569 0.605626 1.958601 -0.09 -0.06 -0.04
O -4.722610 2.217975 0.267105 -0.13 -0.03 0.13
C 1.402874 3.444445 1.346482 -0.13 -0.28 0.22
F 1.084630 4.683783 0.991489 0.03 -0.13 0.00
F 1.978772 3.457949 2.543207 -0.03 0.07 -0.17
F 2.300713 2.985794 0.475990 0.07 0.12 0.21
H -2.536900 6.274891 3.601120 0.02 -0.02 0.03
H -3.789126 5.312087 4.380866 -0.02 -0.03 -0.02
H -3.270962 4.937941 2.728220 -0.06 0.02 0.03
H -2.309958 3.327864 4.405547 0.03 0.03 0.08
H -1.521704 4.651348 5.231532 -0.02 -0.01 0.00
H 0.278729 4.381321 3.829386 -0.01 0.01 -0.02
H -0.754472 4.952826 2.522269 0.07 0.00 -0.03
H -1.662765 2.652934 2.319445 -0.07 -0.13 0.04
H -0.907738 0.816847 3.577423 -0.03 0.00 0.01
H 0.756400 1.387682 3.553261 -0.02 0.06 0.04
H -0.372382 2.083105 4.701737 -0.08 -0.07 0.00
H 0.977483 2.378895 -0.956896 0.14 -0.09 0.04
H 1.623531 -0.172544 0.114675 0.04 0.05 -0.03
H 2.552228 0.858351 -0.935724 -0.08 0.07 -0.01
H 0.387622 -1.109120 -1.801311 0.01 0.03 -0.04
H 1.005466 0.136664 -2.865804 0.03 -0.01 -0.01
H 3.333286 -0.825154 -2.603132 -0.06 0.04 -0.06
H 2.681353 -2.059299 -1.525342 0.01 -0.02 -0.02
H 5.014788 -2.411111 -3.741329 0.06 -0.04 0.07
H 4.272886 -3.501556 -2.561073 -0.06 -0.03 -0.02
H 4.482989 -5.305933 -4.478830 0.00 0.01 0.01
H 5.904654 -4.920734 -3.516312 0.07 0.08 -0.05
H 5.723303 -4.231292 -5.138972 -0.06 -0.01 -0.04
H 0.730863 -5.132592 -2.029896 -0.01 -0.02 -0.04
H 2.385240 -4.884177 -2.557583 0.05 0.04 -0.03
H 0.255791 -6.413456 -3.926389 0.01 0.02 -0.01
H 1.978212 -6.367631 -4.302890 -0.01 0.01 -0.01
H 0.887072 -5.145475 -4.965818 0.08 0.00 -0.02
H -1.171040 -0.317114 -0.918270 -0.03 0.02 0.07
H -2.466673 -0.590026 0.224119 0.07 0.00 -0.04
H -0.533974 -1.124041 1.943001 0.07 -0.03 -0.01
H 0.388334 -1.501479 0.493447 0.00 0.03 0.07
H -1.955566 -2.846401 -0.080406 0.04 -0.01 -0.01
H -1.882224 -3.024103 1.672162 -0.06 0.02 -0.04
H -0.557073 -3.592095 0.664239 0.01 0.01 0.08
H -2.114704 2.880791 0.087847 -0.04 -0.01 0.05
H -2.779503 1.467748 -0.693925 0.03 0.02 -0.02
H -3.599391 2.717761 1.903692 0.10 -0.04 0.03
H -4.564140 -0.070296 1.334513 0.07 -0.04 0.00
H -3.062832 0.093732 2.263131 0.01 0.08 0.07
H -4.550235 0.815131 2.862069 -0.05 0.01 -0.05
H -5.561933 2.311212 0.733611 0.08 0.03 -0.03

=====

No. 2
85
Properties=species:S:1:pos:R:3:forces:R:3 method="wB97M-V/def2-TZVPD" e_tot_ev=-84956.609 mol_weight_g_mol=678.69 lumo_energy_ev=-0.747 relative_energy_ev=3.667
C -0.021071 -3.759129 0.046153 0.70 -1.01 -0.10
N 0.927929 -3.959129 -1.140847 1.22 -1.11 1.59
C 1.603929 -2.650129 -1.492847 0.80 -3.70 1.19
C 1.980929 -4.986129 -0.794847 -1.44 -0.63 4.24
C 0.260929 -4.435129 -2.391847 -2.81 2.19 1.17
C -0.654071 -5.697129 -2.304847 -2.01 4.56 2.94
O -1.261071 -5.809129 -3.519847 -2.51 3.03 0.42
H 0.540929 -3.241129 0.883153 -0.80 -0.69 -1.09
H -0.364071 -4.799129 0.299153 0.40 1.20 0.24
H -0.886071 -3.203129 -0.305847 0.11 0.34 0.10
H 0.749929 -2.242129 -1.693847 -4.19 4.33 -1.78
H 2.206929 -2.822129 -2.322847 1.29 0.05 -1.20
H 2.007929 -2.248129 -0.635847 1.30 0.93 1.61
H 2.589929 -4.805129 0.181153 -1.50 0.43 -1.48
H 2.684929 -4.930129 -1.529847 1.68 -0.57 -2.29
H 1.469929 -5.970129 -0.581847 0.80 0.93 -0.79
H 1.013929 -4.423129 -3.092847 1.94 -1.32 -1.68
H -0.274071 -3.539129 -2.826847 -0.29 -0.73 0.95
H -1.454071 -5.595129 -1.325847 2.01 -0.22 -2.70
H 0.019929 -6.360129 -2.026847 2.37 -4.39 0.61
H -1.795071 -4.902129 -3.373847 0.96 -3.10 -1.91
N -0.959071 -0.181129 -0.448847 1.28 -1.52 1.01
O -1.011071 -0.413129 -1.654847 0.65 0.16 -1.12
O -2.028071 -0.123129 0.172153 -0.12 0.68 0.94
O 0.180929 -0.169129 0.167153 -1.73 0.42 -0.79
O 0.757929 3.916871 -1.104847 2.93 -1.41 -2.88
S -0.239071 4.459871 -0.313847 -2.64 1.28 1.32
O -0.086071 5.785871 0.187153 -0.66 -0.15 -0.04
O -1.673071 4.420871 -1.211847 2.17 -1.03 2.61
C -1.810071 3.107871 -1.858847 -3.18 6.60 -3.48
C -3.168071 3.090871 -2.461847 -4.01 2.14 0.31
C -0.364071 3.321871 1.051153 -0.41 -1.76 0.43
H -1.835071 2.319871 -1.330847 1.29 -5.54 4.46
H -1.295071 3.216871 -2.714847 3.35 -0.72 -2.25
H -3.913071 3.379871 -1.699847 0.38 0.91 0.40
H -3.694071 2.164871 -2.496847 0.66 -1.46 -1.23
H -3.499071 3.782871 -3.316847 1.24 -1.22 0.95
H -1.232071 3.649871 1.567153 -0.88 0.22 0.78
H 0.497929 3.337871 1.788153 -0.65 0.38 -1.44
H -0.556071 2.225871 0.755153 0.50 1.72 0.05
O 2.839929 1.834871 5.666153 -0.33 1.40 -0.88
S 2.298929 2.779871 4.708153 2.41 -2.65 0.58
O 2.866929 4.018871 4.400153 1.80 2.25 -0.14
O 2.224929 1.994871 3.294153 -4.39 -0.05 1.41
C 3.349929 1.756871 2.596153 0.58 -8.22 -1.86
C 3.248929 1.364871 1.078153 -2.13 -0.27 1.29
C 0.684929 3.051871 5.047153 3.25 -3.26 8.59
H 3.973929 0.836871 3.074153 -1.32 2.12 -0.76
H 3.865929 2.549871 2.652153 4.52 5.82 0.20
H 2.552929 1.806871 0.389153 -0.26 1.41 0.47
H 3.014929 0.368871 0.788153 -0.63 -1.58 1.03
H 4.183929 1.365871 0.657153 2.67 0.93 -0.76
H 0.434929 2.100871 5.378153 -1.46 -1.91 0.27
H 0.264929 3.356871 4.314153 -5.54 3.52 -9.33
H 0.419929 3.683871 5.879153 0.95 0.53 0.34
C -4.844071 -0.059129 -1.401847 1.33 -0.76 -6.43
C -4.287071 -1.271129 -2.243847 3.49 6.03 1.17
O -4.823071 -1.025129 -3.475847 2.97 -3.44 -1.79
C -5.552071 -0.010129 -3.518847 -5.23 3.08 -0.25
O -6.309071 0.243871 -4.410847 0.68 0.53 -0.62
O -5.660071 0.645871 -2.325847 -0.17 -0.83 -0.13
H -4.170071 0.627871 -1.175847 3.62 2.32 1.53
H -5.236071 -0.453129 -0.632847 -3.91 -2.10 5.74
H -4.474071 -2.164129 -1.923847 -2.24 -5.26 1.93
H -3.174071 -1.237129 -2.125847 -0.54 0.42 -1.08
C 2.492929 1.852871 -2.076847 -0.77 -1.66 0.19
C 3.543929 2.973871 -1.950847 -4.14 -1.56 -5.71
O 4.683929 2.365871 -2.391847 4.13 2.44 -0.39
C 4.644929 1.102871 -2.361847 2.15 -8.14 -1.56
O 5.481929 0.141871 -2.696847 -3.16 5.70 1.68
O 3.431929 0.723871 -1.984847 -1.84 -0.74 0.09
H 1.818929 1.711871 -3.021847 1.76 0.68 1.27
H 1.766929 1.737871 -1.250847 0.65 0.24 -0.44
H 3.502929 3.491871 -1.125847 0.78 2.04 5.03
H 3.245929 3.670871 -2.708847 0.19 0.78 -0.49
C -1.549071 -1.025129 3.401153 4.22 -0.87 -2.30
C -0.557071 0.037871 3.800153 3.44 -1.56 -3.90
O 0.190929 -0.491129 4.925153 -0.47 -0.69 -1.33
C -0.139071 -1.845129 4.978153 4.01 1.41 2.92
O 0.435929 -2.648129 5.659153 -0.19 0.53 -0.14
O -1.109071 -2.085129 4.235153 -3.94 -2.61 -3.27
H -1.687071 -1.259129 2.280153 1.35 -0.04 1.59
H -2.466071 -0.823129 3.620153 -5.70 1.41 2.07
H -0.913071 0.920871 4.068153 -2.19 3.64 1.48
H 0.060929 0.355871 2.794153 -0.58 -1.24 2.62

=====

No. 3
69
Properties=species:S:1:pos:R:3:forces:R:3 method="wB97M-V/def2-TZVPD" e_tot_ev=-49068.702 s_squared=6.0246 mol_weight_g_mol=503.59 lumo_energy_ev="-9.251 / -14.094" total_charge=+3 spin_multiplicity=5
Ru -0.109266 -0.026518 0.273528 -2.70 -0.17 -1.34
P -0.063796 -2.301953 -0.230831 0.00 -2.93 -1.28
P -0.070127 2.285991 0.036985 0.06 3.05 -1.01
N -0.057345 0.091316 -2.022502 0.76 -0.01 -1.13
C 0.006889 -2.358907 -2.066223 -0.17 0.26 -0.59
H 0.567253 -3.235083 -2.426862 -0.27 0.24 0.26
H -1.023944 -2.458646 -2.428929 0.16 -0.04 0.10
C 0.587979 -1.093119 -2.662118 -0.09 -0.01 -0.61
H 1.684720 -1.055497 -2.617820 -0.26 0.22 0.41
H 0.340952 -1.033533 -3.732937 0.22 -0.25 0.17
C 0.577755 1.340857 -2.520336 -0.03 0.18 -0.62
H 0.327800 1.403985 -3.592139 0.25 0.25 0.25
H 1.676072 1.305114 -2.477723 -0.30 -0.25 0.35
C -0.009176 2.528048 -1.780891 -0.15 -0.15 -0.73
H -1.042378 2.658916 -2.127099 0.17 0.03 0.11
H 0.545929 3.440493 -2.047733 -0.29 -0.26 0.22
C 1.442257 3.305443 0.487507 0.06 -0.41 0.14
C 1.966074 3.078659 1.901437 0.19 0.07 0.14
H 2.885008 3.668425 2.028433 -0.23 -0.22 0.07
H 2.231311 2.029500 2.084216 -0.07 0.15 0.10
H 1.257110 3.436071 2.661211 0.18 -0.01 -0.11
C -1.669481 3.157042 0.422267 -0.40 -0.29 0.05
C -1.941384 3.330515 1.914782 0.07 0.17 0.17
H -2.867679 3.908520 2.047991 0.31 -0.21 0.05
H -1.131404 3.885910 2.409591 -0.20 0.02 -0.06
H -2.080268 2.372140 2.424572 -0.14 0.02 -0.05
C -1.664747 -3.202620 0.064724 -0.40 0.22 0.03
C -1.934270 -3.520497 1.532096 0.06 -0.19 0.17
H -2.881344 -4.072957 1.614507 0.31 0.17 0.05
H -2.036396 -2.614425 2.134159 -0.11 0.03 -0.01
H -1.141447 -4.148634 1.962926 -0.21 0.01 -0.07
C 1.446647 -3.364102 0.125974 0.06 0.41 0.17
C 1.952586 -3.279211 1.561082 0.17 -0.09 0.14
H 2.887000 -3.853314 1.633275 -0.24 0.19 0.10
H 1.244709 -3.730035 2.269066 0.16 0.01 -0.11
H 2.182249 -2.250837 1.862541 -0.03 -0.12 0.07
C 1.732258 -0.041164 0.423940 7.80 0.03 0.99
O 2.903932 -0.035895 0.505340 -4.67 -0.04 -0.43
C -1.914188 4.480824 -0.317641 0.11 0.17 0.06
H -1.256125 5.272038 0.054566 -0.21 -0.16 -0.16
H -1.803661 4.402801 -1.403516 -0.04 0.10 0.27
H -2.944321 4.797213 -0.106784 0.21 -0.13 -0.12
C -1.913009 -4.448332 -0.802485 0.14 -0.14 0.07
H -2.942858 -4.786074 -0.622322 0.23 0.16 -0.10
H -1.802597 -4.259832 -1.874423 -0.05 -0.13 0.24
H -1.253212 -5.273505 -0.515367 -0.21 0.19 -0.13
C 1.326634 -4.831696 -0.298687 -0.01 -0.23 -0.08
H 2.319424 -5.297958 -0.209621 -0.26 0.18 0.00
H 0.649073 -5.395724 0.357829 0.20 0.20 -0.19
H 1.013039 -4.965487 -1.340459 -0.01 0.00 0.29
C 1.314847 4.807153 0.215610 0.03 0.25 -0.05
H 0.640230 5.298886 0.930125 0.19 -0.17 -0.21
H 2.306672 5.262705 0.349463 -0.24 -0.16 -0.03
H 0.997687 5.046303 -0.805774 -0.01 -0.03 0.29
H 2.193369 2.890203 -0.209054 -0.18 0.07 0.11
H 2.204974 -2.882408 -0.518310 -0.19 -0.06 0.10
H -2.391477 2.411841 0.045827 0.08 0.17 0.00
H -2.386413 -2.422560 -0.236215 0.10 -0.18 -0.01
H -0.973553 0.112982 -2.473053 -0.29 -0.04 0.57
H -1.645065 -0.150194 0.924105 -0.07 0.00 -0.13
N -0.192028 0.522975 4.618234 0.15 -1.39 1.38
C -0.186855 -0.855741 4.650057 -0.01 2.46 2.25
C -0.123530 -1.262850 3.342197 -0.25 1.62 -3.53
N -0.136176 -0.135243 2.527568 0.86 -2.61 2.26
C -0.119137 0.910807 3.334335 -0.59 0.69 0.51
H -0.225480 1.139319 5.428303 0.01 -0.11 -0.01
H -0.223929 -1.437102 5.551574 -0.02 -0.06 0.37
H -0.141876 -2.266666 2.961251 0.12 -0.09 -0.10
H -0.155199 1.973021 3.063560 0.21 -0.64 -0.05